The following is a quantum chemistry calculation of C20H30N3O6SbY as an isolated structure in a non-equilibrium geometry, from OMol25.

```
61
Properties=species:S:1:pos:R:3:forces:R:3:nbo_charge:R:1
Y 1.115706 0.684978 -0.393987 0.1 -0.1 1.6 1.965
O 1.800651 1.283187 1.940908 0.1 -0.1 -0.5 -0.752
C 3.163320 1.303246 2.406372 -0.5 0.1 0.2 -0.073
C 3.960751 0.435458 1.481704 0.2 -0.1 -0.4 -0.245
N 3.578757 0.674301 0.085129 0.2 0.0 -0.6 -0.498
C 3.961049 2.035556 -0.420108 0.2 -0.5 -0.1 -0.323
C 2.668077 2.614156 -0.956475 -0.2 0.0 -0.7 0.727
O 2.103485 3.525142 -0.362487 0.0 0.1 0.0 -0.608
O 2.092016 1.867583 -1.868485 1.0 1.1 -0.3 -0.835
C 3.987109 -0.468767 -0.794135 -0.1 0.4 0.3 -0.328
C 2.977548 -1.593563 -0.617617 -1.2 0.4 -0.2 0.781
O 3.263373 -2.669555 -0.169733 -0.1 -0.1 -0.1 -0.562
O 1.728527 -1.186092 -0.949261 1.7 -1.9 0.0 -0.937
H 1.168407 1.275778 2.658892 -0.1 0.0 0.2 0.517
H 3.208635 0.900154 3.410914 0.1 0.0 0.2 0.203
H 3.518766 2.327469 2.432698 0.0 0.2 -0.1 0.193
H 3.775975 -0.612678 1.695723 -0.1 -0.2 0.0 0.228
H 5.024695 0.619558 1.626267 0.2 0.0 0.1 0.211
H 4.730154 1.981490 -1.186335 0.1 -0.1 -0.1 0.233
H 4.301831 2.663933 0.388727 0.2 0.0 0.2 0.226
H 4.975639 -0.840575 -0.562185 0.4 0.0 0.1 0.219
H 3.947275 -0.131276 -1.821233 0.0 0.1 -0.2 0.245
C -0.843578 4.237666 0.978345 0.0 0.1 0.1 -0.962
Sb -0.844410 2.850306 -0.607518 -1.2 0.9 -0.3 1.025
C -0.786073 4.217237 -2.214836 0.0 0.2 -0.2 -0.965
C -2.937666 2.478283 -0.618800 -0.4 0.0 0.1 -0.993
H -1.644402 4.956028 0.807912 0.0 0.0 0.0 0.237
H 0.118986 4.737146 0.984142 0.1 0.1 0.1 0.250
H -1.005961 3.738999 1.931396 0.0 0.0 0.0 0.227
H -1.543829 4.991349 -2.059339 0.1 -0.1 0.0 0.235
H -0.978088 3.703012 -3.159470 0.0 0.1 0.1 0.236
H 0.209819 4.663301 -2.238115 -0.1 0.0 -0.1 0.250
H -3.497734 3.425343 -0.619411 0.2 -0.3 0.0 0.237
H -3.206108 1.895983 0.271295 0.0 0.1 -0.2 0.230
H -3.199893 1.899973 -1.509012 0.0 0.1 0.1 0.231
C -2.625005 -4.284652 0.309379 0.5 0.3 0.3 -0.418
N -1.810447 -3.268248 0.998259 -0.4 -0.1 -0.5 -0.147
N -1.564020 -2.032707 0.437615 -0.3 -0.3 -0.3 -0.220
C -0.739168 -1.335222 1.251518 0.2 0.5 0.0 0.600
O -0.337615 -0.156236 0.946434 -0.9 -0.7 0.6 -0.838
C -0.473245 -2.144387 2.363789 0.1 -0.2 0.3 -0.397
C -1.159623 -3.327905 2.167493 0.1 -0.5 0.3 0.270
C -1.211963 -4.562872 3.019682 0.0 0.2 -0.1 -0.661
C -2.081507 -1.636717 -0.840080 0.1 -0.1 0.5 0.172
C -1.198293 -1.510900 -1.897221 0.1 0.1 -0.3 -0.265
C -1.689936 -1.108221 -3.135314 -0.1 0.0 0.0 -0.185
C -3.055455 -0.874882 -3.298360 0.0 0.0 0.1 -0.192
C -3.928557 -1.025010 -2.220263 0.1 0.1 -0.1 -0.193
C -3.436183 -1.390339 -0.973720 -0.3 0.0 0.0 -0.232
H -2.411991 -4.263730 -0.753435 0.1 0.1 -0.1 0.237
H -3.688114 -4.134227 0.470836 -0.1 0.1 0.1 0.220
H -2.331349 -5.252503 0.697303 0.0 -0.1 0.1 0.237
H 0.181800 -1.902662 3.191186 -0.2 -0.1 -0.2 0.244
H -0.744804 -4.360780 3.980812 0.0 0.0 0.0 0.249
H -0.665537 -5.386556 2.552226 0.0 0.1 0.0 0.246
H -2.238688 -4.893996 3.202551 0.1 0.1 -0.1 0.240
H -0.145004 -1.740001 -1.744593 -0.2 0.0 -0.1 0.272
H -1.007983 -0.999782 -3.975432 -0.1 0.0 0.1 0.234
H -3.441970 -0.572456 -4.268804 0.1 -0.1 0.2 0.234
H -4.991074 -0.835966 -2.342879 0.2 0.0 0.0 0.234
H -4.097093 -1.483134 -0.110853 0.2 0.0 -0.2 0.232
```
Forces are in eV/Å.

Its multiplicity is 1. The value obtained for the LUMO energy is -2.07 eV. As for the net charge: +1.



The following is a quantum chemistry calculation of a 16-piece molecular cluster, BH34O15 overall in a non-equilibrium geometry, from OMol25.

```
50
Properties=species:S:1:pos:R:3:forces:R:3:nbo_charge:R:1
B 9.362044 13.258687 -7.434389 0.1 0.2 0.2 -0.773
H 9.914193 13.262147 -6.323332 -0.2 0.0 -0.2 -0.046
H 9.641639 12.231723 -8.050686 -0.2 0.0 0.1 -0.057
H 8.143982 13.443574 -7.267117 0.2 -0.3 -0.2 -0.055
H 9.799417 14.195124 -8.099564 0.0 0.1 0.0 -0.068
O 6.017563 15.477064 -8.363238 -0.6 0.8 0.1 -0.982
H 5.921825 14.549407 -8.489282 -0.2 -1.3 -0.1 0.456
H 6.461622 15.747660 -9.186944 0.6 0.3 0.4 0.505
O 12.712008 14.621524 -6.517732 0.6 -0.7 0.4 -0.955
H 12.116081 14.998157 -7.160003 -0.5 0.3 -0.2 0.498
H 13.025455 15.355630 -5.994524 0.1 0.3 0.1 0.454
O 9.487614 11.119775 -10.978129 2.0 -0.1 -1.8 -0.957
H 10.040287 11.568305 -11.678594 -0.7 -0.9 1.2 0.459
H 8.887992 11.820928 -10.782311 -1.2 0.8 0.5 0.484
O 10.361343 13.909530 -11.148938 0.3 0.5 -0.7 -0.959
H 10.730119 14.796922 -11.165982 0.1 0.2 -0.4 0.463
H 10.165822 13.853359 -10.220043 -0.5 -0.6 1.1 0.494
O 10.720690 16.737340 -6.523004 -0.3 0.2 0.4 -0.987
H 11.158180 16.692051 -5.656253 -0.7 0.0 -0.3 0.490
H 9.782966 16.506688 -6.366236 0.7 -0.2 0.6 0.505
O 12.213737 11.553768 -6.655655 0.3 -1.7 -1.1 -0.963
H 11.584688 12.151555 -7.047671 -0.5 0.6 0.2 0.500
H 12.534565 11.905409 -5.850579 0.2 1.0 0.9 0.464
O 12.420919 15.115169 -9.348591 0.9 2.9 -1.1 -0.942
H 12.484928 14.205592 -9.319623 -0.3 -3.4 0.6 0.493
H 13.108909 15.301170 -10.010503 -0.3 0.4 0.4 0.478
O 8.532418 15.802318 -4.462399 -0.3 1.6 -0.7 -0.980
H 8.091915 15.461918 -5.242164 -0.5 -0.3 0.0 0.487
H 8.904768 15.057883 -4.024156 0.8 -0.8 0.4 0.476
O 10.371601 16.891127 -9.207802 -0.6 0.2 0.8 -1.009
H 10.102563 17.059132 -8.251445 1.3 -0.5 -1.9 0.508
H 11.129862 16.263460 -9.238710 -0.7 0.5 0.7 0.504
O 8.837499 9.517075 -8.172479 -0.7 -0.5 0.1 -0.935
H 7.979885 9.916404 -8.008408 -0.4 -0.4 0.1 0.453
H 9.343626 10.315336 -8.188956 1.2 0.8 -0.2 0.481
O 10.074867 14.013645 -3.045284 0.6 -0.7 -0.6 -0.942
H 10.330290 13.374613 -3.743568 -0.1 0.6 0.3 0.491
H 9.222642 13.688640 -2.765308 -0.4 -0.3 0.4 0.472
O 7.917239 16.097075 -10.062018 0.0 0.1 -0.1 -1.003
H 8.850081 16.132674 -9.725910 -0.4 0.2 -0.3 0.523
H 7.930865 15.790292 -10.969083 0.4 0.0 -0.1 0.471
O 7.459661 12.779693 -10.088216 -1.5 0.8 -1.3 -0.994
H 6.907667 13.558043 -10.405961 1.5 -1.4 1.2 0.478
H 7.878540 12.912156 -9.229656 -0.1 0.8 0.4 0.524
O 6.021363 14.772873 -5.492577 0.4 -0.5 -1.0 -0.953
H 6.129510 14.728041 -6.462765 0.5 0.1 0.4 0.489
H 5.154526 15.146817 -5.474466 -1.0 0.5 0.5 0.460
O 7.888451 10.769326 -5.343404 -0.4 -1.3 1.4 -0.958
H 8.777162 11.098704 -5.287745 0.4 0.5 -0.6 0.483
H 7.393377 11.228732 -5.997524 0.0 1.0 -0.8 0.477
```
Forces are in eV/Å.

Its multiplicity is 1. The value obtained for the LUMO energy is 2.31 eV. As for the net charge: -1.



The following is a quantum chemistry calculation of one molecule with the formula C5H7PS in a non-equilibrium geometry, from OMol25.

```
14
Properties=species:S:1:pos:R:3:forces:R:3:nbo_charge:R:1
C -1.001678 -1.216358 -0.153829 0.7 -0.4 -0.2 -0.599
C -2.056628 -1.692925 0.439975 1.3 0.4 -0.1 0.184
C -0.891251 -0.525082 -1.516195 -3.9 3.4 2.7 -0.403
C 0.023445 0.648517 -1.067979 -1.9 -0.6 1.9 -0.712
C 0.666580 0.424640 1.954687 -2.4 0.6 -1.8 -0.940
P 0.932220 -0.267809 0.254144 0.0 1.6 -0.6 1.204
S 2.866565 -0.166286 -0.250797 -1.4 -1.2 0.6 -0.415
H -0.420690 -1.074192 -2.200205 1.9 -2.5 -2.7 0.214
H -1.954181 -0.231196 -1.958588 2.3 -0.4 1.0 0.230
H 0.607144 1.095269 -1.794912 1.3 0.8 -1.4 0.239
H -0.517849 1.435274 -0.501933 0.0 -0.4 -0.5 0.234
H 1.429453 1.123431 2.238406 0.2 0.5 -0.2 0.257
H 0.742716 -0.396683 2.600321 -0.2 -1.2 1.1 0.248
H -0.425844 0.843400 1.956901 2.1 -0.7 0.2 0.258
```
Forces are in eV/Å.

Its multiplicity is 1. The value obtained for the LUMO energy is -1.96 eV. As for the net charge: 0.



Per-record energy, Ha: -1674.3347 -1173.8531 -934.0635
Per-record frontier orbital gap, eV: 9.37 9.22 7.35
Per-record energy relative to the best compared isomer or geometry (same formula, charge and spin), kcal/mol: 18.7 17.1 110.3